Molecular formula: C30H44BN8W
Method: DFT, ωB97M-V/def2-TZVPD

```
84
Properties=species:S:1:pos:R:3:forces:R:3:lowdin_spin:R:1
W 0.44367 -0.11382 0.11883 -0.52 0.26 0.14 1.68
C -4.48087 -0.51431 -2.04446 0.07 -0.11 0.05 0.00
C -3.18615 -1.04993 -1.53670 -0.28 0.13 -0.07 0.01
C -2.75186 -2.38179 -1.47711 -0.15 -0.07 -0.17 0.00
C -1.46761 -2.37748 -1.00719 0.19 0.22 0.18 0.01
N -1.13903 -1.06173 -0.70506 0.14 -0.08 0.23 0.01
N -2.21158 -0.26887 -1.08206 0.30 -0.01 -0.08 0.01
B -2.05077 1.27683 -1.12508 -0.09 0.08 -0.17 0.00
N -0.77515 1.61548 -1.94613 0.32 -0.33 0.14 0.01
N 0.42922 1.03770 -1.59706 0.35 0.13 -0.36 0.04
C 1.37036 1.43864 -2.50797 -0.36 -0.06 0.54 0.02
C 0.76770 2.29980 -3.39275 -0.25 0.05 -0.26 0.01
C -0.58338 2.37682 -3.02791 -0.06 0.23 -0.20 0.04
C -1.68557 3.15001 -3.66937 0.12 -0.03 0.00 0.01
C 2.77974 0.91102 -2.45061 -0.08 -0.06 -0.09 0.00
C 2.80782 -0.50185 -3.04914 -0.03 -0.19 -0.03 0.00
C 3.70978 1.82009 -3.25740 0.13 0.15 0.11 0.00
C 3.24786 0.84632 -0.99824 -0.21 0.28 -0.16 0.01
N -1.80929 1.76127 0.32582 0.14 0.01 -0.05 0.01
N -0.66010 1.34733 0.96906 0.22 -0.39 0.05 0.01
C -0.50829 2.15013 2.09565 -0.05 -0.18 0.01 0.01
C -1.58789 2.98422 2.16025 0.08 0.14 0.14 0.00
C -2.38110 2.73084 1.03015 -0.31 0.07 -0.24 0.01
C -3.63160 3.41900 0.59893 0.11 -0.05 0.12 0.00
C 0.70079 2.10809 2.99653 0.03 0.12 -0.02 0.00
C 0.46616 1.18764 4.20383 0.00 0.00 0.01 0.00
C 0.98928 3.52630 3.52039 -0.04 0.04 0.06 0.00
C 1.91140 1.68462 2.17195 0.04 -0.10 -0.26 0.00
C -0.53449 -3.56997 -0.94207 -0.01 0.04 -0.04 0.00
C 0.92526 -3.18180 -0.65126 0.01 0.02 0.05 0.00
C -0.57536 -4.26111 -2.32013 -0.02 -0.02 -0.02 0.00
C -1.04029 -4.56004 0.12076 0.00 -0.01 0.06 0.00
H -5.17466 -1.33177 -2.22145 0.00 0.00 0.00 0.00
H -4.33362 0.01710 -2.98626 0.02 -0.01 0.01 0.00
H -4.92965 0.17763 -1.33283 0.01 -0.01 0.00 0.00
H -3.31558 -3.23967 -1.80755 0.01 0.05 0.00 0.00
H -3.01543 1.79158 -1.59067 0.09 -0.06 0.05 0.00
H 1.22696 2.80545 -4.22689 -0.05 -0.02 0.04 0.00
H -1.29528 3.71746 -4.51017 -0.01 0.00 0.00 0.00
H -2.13873 3.84759 -2.96454 0.01 0.00 -0.01 0.00
H -2.46614 2.48375 -4.03843 0.01 0.01 0.00 0.00
H 2.42149 -0.52892 -4.06838 0.10 0.12 0.00 0.00
H 2.19751 -1.19381 -2.46493 -0.17 -0.05 0.12 0.00
H 3.82153 -0.90450 -3.04682 0.03 0.10 -0.07 0.00
H 3.40710 1.85199 -4.30458 0.01 -0.03 0.05 0.00
H 4.72917 1.43569 -3.22055 -0.01 0.00 -0.02 0.00
H 3.71835 2.83959 -2.86682 -0.02 -0.03 -0.03 0.00
H 2.67344 0.05648 -0.43439 -0.29 -0.39 0.18 0.01
H 3.13088 1.78214 -0.45187 0.08 0.02 -0.14 0.00
H 4.27899 0.50044 -0.91763 -0.04 -0.09 0.06 0.00
H -1.77918 3.73991 2.90579 0.01 -0.04 -0.04 0.00
H -3.99265 4.06012 1.39895 0.00 0.00 0.00 0.00
H -4.41161 2.70226 0.34484 0.02 0.00 0.00 0.00
H -3.44358 4.04146 -0.27784 0.01 -0.01 0.01 0.00
H -0.41154 1.51425 4.76172 0.02 0.00 -0.01 0.00
H 1.32598 1.24179 4.87366 -0.02 0.01 -0.02 0.00
H 0.31634 0.14700 3.92533 -0.01 -0.04 -0.03 0.00
H 0.22408 3.84332 4.23008 0.02 -0.01 -0.03 0.00
H 1.04316 4.25721 2.71229 0.01 -0.03 0.01 0.00
H 1.94131 3.53121 4.05325 -0.02 -0.01 -0.01 0.00
H 1.65218 0.82669 1.50539 0.22 -0.23 0.12 0.01
H 2.73865 1.30151 2.76918 0.00 0.11 0.06 0.00
H 2.26573 2.46176 1.49646 -0.02 0.12 0.12 0.00
H 1.02774 -2.09609 -0.45556 0.22 0.38 -0.07 0.01
H 1.59680 -3.36305 -1.48797 -0.04 -0.07 -0.02 0.00
H 1.32831 -3.65175 0.24486 -0.02 -0.07 -0.04 0.00
H -0.28342 -3.57850 -3.12051 0.00 -0.01 0.03 0.00
H -1.56899 -4.64969 -2.54041 0.02 0.01 0.00 0.00
H 0.11492 -5.10557 -2.31809 -0.02 0.01 0.00 0.00
H -1.00343 -4.13528 1.12587 0.00 0.01 -0.02 0.00
H -0.41944 -5.45730 0.10877 -0.02 0.03 -0.01 0.00
H -2.06721 -4.86139 -0.08584 0.02 0.00 0.00 0.00
N 4.21751 -3.12472 4.38946 -0.12 0.02 -0.06 0.00
C 3.15345 -2.89332 4.02444 -0.02 0.03 0.03 0.00
C 1.84059 -2.55808 3.54034 0.14 -0.10 0.10 0.00
C 0.67649 -3.00385 4.16624 -0.01 -0.05 0.09 0.02
C -0.55092 -2.63198 3.63985 -0.01 -0.03 0.08 0.00
C -0.58668 -1.83293 2.51789 0.11 0.06 -0.05 0.01
N 0.53888 -1.39986 1.91276 0.03 0.05 -0.12 0.02
C 1.73109 -1.76104 2.41631 -0.15 -0.04 0.07 0.02
H 0.73947 -3.62743 5.05000 0.00 0.01 -0.02 0.00
H -1.47717 -2.95496 4.09577 0.03 0.00 0.01 0.00
H -1.52674 -1.51360 2.08801 -0.02 0.01 -0.04 0.00
H 2.62494 -1.40574 1.91905 0.02 0.02 -0.05 0.00
```
Positions in Å, forces in eV/Å.

Results
Total charge: +3
Spin multiplicity: 3
Orbital gap (spin up / spin down) (eV): 5.61 / 6.95
DFT total energy (eV): -46222.75760
LUMO (spin up / spin down) (eV): -11.623 / -10.917
HOMO (spin up / spin down) (eV): -17.2 / -17.9
Energy relative to the best compared isomer or geometry (same formula, charge and spin) (kJ/mol): 0.0

=====

Molecular formula: C30H44BrCrN3P2
Method: DFT, ωB97M-V/def2-TZVPD

```
81
Properties=species:S:1:pos:R:3:forces:R:3:lowdin_spin:R:1
C -0.63601 7.40680 -6.27408 -0.06 0.08 -0.35 0.00
C -0.81844 6.03554 -6.53115 -0.04 0.44 -0.42 0.00
C -1.12385 5.63667 -7.84628 -0.03 0.37 -0.11 0.00
C -1.24000 6.62153 -8.83899 0.16 -0.13 0.79 0.00
N -1.06684 7.91952 -8.57578 -0.03 0.14 -0.16 0.00
C -0.77246 8.31533 -7.33462 -0.03 -0.77 0.19 0.00
C -0.69242 5.06748 -5.47638 0.19 -1.17 1.13 0.01
C -0.57288 4.23228 -4.59380 -0.24 1.22 -1.30 0.00
C -0.42888 3.24210 -3.57399 0.02 -0.20 0.32 0.02
C 0.63978 3.31414 -2.66187 0.06 0.07 0.04 -0.01
C 0.80015 2.33230 -1.68451 -0.32 0.19 -0.45 0.00
C -0.12160 1.29156 -1.62723 0.77 -0.69 1.25 -0.18
C -1.19962 1.19648 -2.50017 0.30 0.30 -0.15 -0.02
C -1.35658 2.18869 -3.46723 -0.07 -0.07 -0.13 -0.02
Cr -0.12936 -0.02105 -0.00096 -0.71 0.33 0.05 3.25
P 1.89133 -0.96928 -1.04000 0.32 -0.18 0.17 -0.03
H -1.27156 4.58939 -8.10478 0.05 0.23 0.17 0.00
H -0.39391 7.77172 -5.27744 -0.07 -0.19 -0.21 0.00
H -1.48058 6.34346 -9.87255 0.11 0.19 0.44 0.00
H -0.63882 9.39077 -7.16504 -0.07 -0.47 -0.14 0.00
H -2.20956 2.16175 -4.14659 0.25 0.04 0.12 0.00
H 1.33697 4.15142 -2.71958 -0.20 -0.24 -0.06 0.00
H -1.91800 0.37649 -2.42421 0.01 0.21 -0.04 0.00
H 1.62896 2.39735 -0.97519 -0.26 0.04 -0.21 0.00
C 2.27967 -2.61730 -0.32138 -0.19 -0.02 0.26 0.00
C 3.26986 -3.55369 -1.01598 0.16 -0.10 -0.09 0.00
H 1.30171 -3.11157 -0.22362 0.20 0.02 0.06 0.00
H 2.58584 -2.40656 0.71346 -0.05 -0.05 -0.27 0.00
H 3.50447 -4.39084 -0.34242 -0.09 0.25 -0.20 0.00
H 2.84376 -3.99142 -1.92705 0.13 0.14 0.11 0.00
H 4.21828 -3.06583 -1.26887 -0.30 -0.16 0.03 0.00
C 1.76740 -1.19450 -2.85387 -0.45 -0.11 -0.20 0.00
C 2.83563 -0.54275 -3.72998 0.21 0.01 -0.32 0.00
H 0.78305 -0.77876 -3.11823 0.24 -0.08 -0.06 0.00
H 1.70826 -2.27943 -3.03276 0.16 0.24 0.00 0.00
H 2.59036 -0.72132 -4.78564 0.08 0.07 0.24 0.00
H 2.88315 0.54650 -3.59308 -0.06 -0.32 0.03 0.00
H 3.83590 -0.96109 -3.56018 -0.30 0.12 0.01 0.00
C 3.32631 0.11971 -0.68798 -0.13 0.30 0.11 0.00
C 4.71479 -0.52041 -0.73403 0.34 0.01 -0.01 0.00
H 3.13818 0.53323 0.31503 0.09 -0.10 -0.19 0.00
H 3.26233 0.96963 -1.38262 0.02 -0.27 0.14 0.00
H 5.47977 0.25558 -0.59682 -0.24 -0.16 0.01 0.00
H 4.85295 -1.25230 0.07099 -0.07 0.14 -0.22 0.00
H 4.92989 -1.00430 -1.69490 -0.10 0.11 0.28 0.00
Br 0.48686 -1.05009 2.12048 0.23 0.39 -0.51 -0.03
P -2.66067 -3.50923 -4.28988 1.86 3.11 1.85 0.62
C -0.81709 -3.58666 -4.18625 0.02 -0.90 -0.91 0.09
C -0.28263 -5.01157 -4.34383 0.43 -0.30 0.05 0.01
H -0.53835 -3.16003 -3.21106 -0.31 0.02 -0.25 0.01
H -0.43704 -2.93541 -4.98843 -0.15 -0.22 0.21 0.00
H 0.78180 -4.98213 -4.60210 -0.21 -0.06 0.08 0.00
H -0.37961 -5.58828 -3.41590 -0.06 0.10 -0.22 0.00
H -0.80178 -5.55506 -5.14338 0.21 0.14 0.17 0.00
C -3.10193 -3.22688 -2.51981 -0.51 -1.24 0.00 0.09
C -4.51504 -3.73163 -2.21815 -0.38 0.02 0.37 0.01
H -3.00624 -2.14913 -2.32424 0.12 -0.22 -0.27 0.01
H -2.35565 -3.77292 -1.92440 -0.22 0.10 -0.15 0.00
H -4.62984 -3.89881 -1.14269 -0.04 0.02 -0.21 0.00
H -5.27873 -3.00476 -2.51475 0.14 -0.15 -0.04 0.00
H -4.72383 -4.67733 -2.73323 0.02 0.18 0.24 0.00
C -2.88242 -1.79661 -4.95380 -1.11 -0.47 -0.76 0.09
C -3.12918 -1.79658 -6.46448 -0.02 0.29 -0.39 0.01
H -1.97894 -1.22541 -4.69412 -0.11 -0.34 0.17 0.02
H -3.74330 -1.37163 -4.41629 0.20 -0.13 -0.17 0.00
H -3.59536 -0.85277 -6.76589 0.12 -0.19 0.01 0.00
H -2.19475 -1.89336 -7.02875 -0.18 -0.07 0.12 0.00
H -3.80010 -2.61034 -6.76499 0.10 0.26 0.03 0.00
N -2.80397 -1.12891 1.57504 0.09 -0.61 0.05 0.01
C -2.78853 0.23417 1.63733 0.25 0.61 0.25 0.00
C -3.69103 0.94682 2.46667 0.09 -0.05 -0.43 0.00
C -3.78517 2.32040 2.31387 -0.02 -0.13 -0.17 0.00
C -2.91643 2.96533 1.42186 0.91 -0.13 -0.24 0.00
C -1.90528 2.22757 0.81228 -1.03 0.43 0.18 0.01
N -1.87109 0.87451 0.86458 0.01 -0.21 0.24 0.00
H -1.89909 -1.60593 1.45390 -0.70 0.40 0.36 0.00
H -3.42790 -1.57422 2.24132 0.31 0.01 -0.21 0.00
H -4.30625 0.39133 3.18132 0.17 0.27 -0.36 0.00
H -4.51914 2.91699 2.86883 0.32 -0.41 -0.16 0.00
H -2.96114 4.03542 1.23400 0.01 -0.23 0.23 0.00
H -1.12521 2.70580 0.21895 -0.35 -0.08 0.14 0.00
```
Positions in Å, forces in eV/Å.

Results
Total charge: +2
Spin multiplicity: 5
Orbital gap (spin up / spin down) (eV): 5.20 / 2.95
DFT total energy (eV): -153318.88126
LUMO (spin up / spin down) (eV): -7.454 / -9.758
HOMO (spin up / spin down) (eV): -12.7 / -12.7
Energy relative to the best compared isomer or geometry (same formula, charge and spin) (kJ/mol): 0.0